The following is a quantum chemistry calculation of a 2-piece molecular cluster, C2H4NO2P overall, from the OMol25 dataset.

Geometry as ORCA input:
```
! wB97M-V def2-TZVPD RIJCOSX def2/J DEFGRID3
* xyz 0 3
C -0.45678 -0.16208 -0.50447
C -1.74764 -0.21324 0.14616
N 2.83529 0.56222 0.35029
O 2.55578 1.72202 0.43769
O 0.46543 -0.89985 -0.31344
P 3.09528 -0.85735 0.27159
H -0.59413 0.49450 -1.33536
H -1.70354 -0.90985 1.07159
H -2.38448 -0.48259 -0.55214
H -2.06522 0.74624 0.42807
*
```

Calculated values
**Kohn-Sham gap (alpha / beta)**: 6.561 / 7.251 eV
**Relative energy (zero: lowest compared OMol25 entry of this formula, charge and spin)**: 2.9972 eV
**⟨S²⟩**: 2.006

The following is a quantum chemistry calculation of a 2-piece molecular cluster, C4H12NOS overall, from the OMol25 dataset.

Geometry as ORCA input:
```
! wB97M-V def2-TZVPD RIJCOSX def2/J DEFGRID3
* xyz -1 1
C -0.98426 0.46796 -0.17228
C -2.08023 1.45396 -0.38316
S -2.30272 2.47052 1.16974
C 0.41510 0.96440 0.17320
N 1.22389 -0.29315 0.25341
C 1.98563 -0.53264 1.44533
H -0.87189 -0.06507 -1.14701
H -1.31928 -0.29899 0.52884
H -1.84731 2.25548 -1.09964
H -3.05108 1.03256 -0.64035
H 0.44277 1.47508 1.12805
H 0.85535 1.63476 -0.57187
H 1.72431 -0.42906 -0.60354
H 1.35919 -0.24307 2.29181
H 2.14762 -1.60204 1.63002
H 2.91351 0.06934 1.49448
H -0.12336 -2.13413 -2.32360
H -0.19987 -3.16811 -1.09973
O -0.28734 -3.05779 -2.07371
*
```

Calculated values
**Kohn-Sham gap**: 5.619 eV
**Relative energy (zero: lowest compared OMol25 entry of this formula, charge and spin)**: 1.2283 eV

The following is a quantum chemistry calculation of C43H64CaN3O5SSi as an isolated structure, from the OMol25 dataset.

Geometry as ORCA input:
```
! wB97M-V def2-TZVPD RIJCOSX def2/J DEFGRID3
* xyz -1 1
Ca 0.02192 0.07361 0.78604
C 2.21336 -1.67119 5.67576
C 0.73187 -1.67330 5.28628
C -0.02749 -2.70024 6.13222
C 0.11693 -0.28638 5.40054
C 0.28767 0.38182 6.60703
C -0.18014 1.66816 6.80017
C -0.83246 2.29395 5.75575
C -1.04388 1.66321 4.53233
C -1.79696 2.46628 3.48918
C -3.06635 1.77100 2.99943
C -0.88163 2.95561 2.36302
C -0.57366 0.34876 4.33495
N -0.65778 -0.31214 3.07900
C -1.35456 -1.46536 3.06283
O -2.24331 -1.84235 3.82503
C -0.84332 -2.47424 2.02369
C -1.16285 -3.81974 2.05824
C -0.43349 -4.68207 1.24408
C 0.59492 -4.20536 0.44217
C 0.82933 -2.83939 0.43326
N 0.10867 -2.03809 1.20483
C 2.00484 -2.17825 -0.29012
O 2.87794 -2.93004 -0.73292
N 1.97198 -0.84059 -0.25805
C 3.17514 -0.16575 -0.58395
C 3.57217 0.10010 -1.90286
C 4.70963 0.87397 -2.11887
C 5.44200 1.39465 -1.06430
C 5.04655 1.11927 0.23464
C 3.93145 0.32759 0.48967
C 3.51862 0.02293 1.92291
C 2.77691 1.20990 2.54403
C 4.70089 -0.40317 2.79428
C 2.79948 -0.44440 -3.08957
C 2.71832 0.55040 -4.25198
C 3.41391 -1.75813 -3.58586
H 2.66836 -2.63473 5.43430
H 2.34875 -1.50389 6.74684
H 2.76189 -0.88888 5.14411
H 0.68772 -1.97638 4.24197
H 0.02944 -2.42755 7.19069
H 0.41804 -3.69287 6.01835
H -1.07340 -2.74853 5.84147
H 0.80950 -0.11865 7.41488
H -0.03256 2.17596 7.74531
H -1.20641 3.30434 5.88581
H -2.12104 3.37478 4.00742
H -2.85127 0.84751 2.47002
H -3.62269 2.42118 2.32029
H -3.70321 1.52290 3.85059
H -0.52889 2.12515 1.75506
H -0.01040 3.47573 2.76416
H -1.41501 3.61588 1.67673
H -1.93357 -4.16177 2.73438
H -0.64656 -5.74427 1.26531
H 1.22140 -4.85165 -0.15607
H 5.01844 1.08576 -3.13557
H 6.31378 2.00973 -1.25302
H 5.61813 1.52167 1.06209
H 2.82161 -0.81717 1.89006
H 3.44517 2.06771 2.65731
H 2.35919 0.96072 3.52275
H 1.95014 1.54508 1.90705
H 5.40877 0.41435 2.94246
H 5.23607 -1.23448 2.33351
H 4.35841 -0.72118 3.78286
H 1.78192 -0.65007 -2.74323
H 3.64801 0.56178 -4.82672
H 2.52968 1.56584 -3.90394
H 1.91603 0.26919 -4.93815
H 4.42615 -1.57035 -3.95722
H 2.82326 -2.16909 -4.41008
H 3.46564 -2.49348 -2.78469
C -0.99019 -1.42338 -4.81074
C -1.26604 -2.03174 -3.43999
C -2.60574 -2.76558 -3.41870
C -0.16113 -3.00784 -3.05813
O -1.24231 -0.99857 -2.44744
Si -2.12549 0.38843 -2.27007
S -2.36190 0.78132 -0.26510
O -1.34180 1.58746 -3.10579
C -0.55914 2.72089 -2.73593
C -1.41787 3.77767 -2.04642
C 0.59655 2.30586 -1.81498
C -0.02247 3.28395 -4.04761
O -3.49913 0.12293 -3.13528
C -4.71508 0.81780 -3.38554
C -4.84302 2.07979 -2.54048
C -5.84742 -0.14770 -3.05545
C -4.71838 1.17534 -4.86890
H -1.01800 -2.19590 -5.58319
H -0.00330 -0.95458 -4.81964
H -1.73669 -0.66345 -5.04799
H -2.54104 -3.66186 -4.04199
H -3.41241 -2.13471 -3.78246
H -2.83609 -3.07003 -2.39571
H 0.00616 -3.72883 -3.86222
H -0.43434 -3.55519 -2.15623
H 0.77384 -2.47944 -2.86605
H -1.91726 3.35283 -1.17617
H -2.16750 4.16708 -2.73866
H -0.78835 4.61087 -1.72146
H 0.24897 2.27661 -0.77796
H 1.42241 3.01902 -1.86926
H 0.97635 1.32395 -2.10254
H -0.85846 3.46527 -4.72504
H 0.65790 2.58022 -4.52563
H 0.50518 4.22510 -3.87661
H -4.74922 1.84806 -1.47987
H -5.81597 2.54394 -2.71930
H -4.06600 2.79822 -2.80175
H -5.79051 -0.43662 -2.00484
H -5.76543 -1.04841 -3.66657
H -6.81930 0.31488 -3.24265
H -3.86721 1.82128 -5.09208
H -5.63950 1.69454 -5.14581
H -4.63083 0.26920 -5.47168
*
```

Calculated values
**Kohn-Sham gap**: 7.998 eV
**Relative energy (zero: lowest compared OMol25 entry of this formula, charge and spin)**: 0.3688 eV

The following is a quantum chemistry calculation of C2H3NO2S3 in the gas phase, from the OMol25 dataset.

Geometry as ORCA input:
```
! wB97M-V def2-TZVPD RIJCOSX def2/J DEFGRID3
* xyz 0 1
C 1.10694 0.81660 0.46343
C -0.56924 -1.52913 -0.16536
N 0.68083 1.18135 -0.74430
O 0.04329 0.57842 1.20256
O -2.58908 -0.10286 0.71138
S 2.64545 0.54220 0.89226
S -1.05435 1.42926 -0.97602
S -1.22853 -0.14311 0.40313
H -0.88079 -2.50159 -0.00688
H 0.49577 -1.22402 -0.30210
H 1.34971 0.95288 -1.47808
*
```

Calculated values
**Kohn-Sham gap**: 8.540 eV
**Relative energy (zero: lowest compared OMol25 entry of this formula, charge and spin)**: 2.5258 eV

The following is a quantum chemistry calculation of a 7-piece molecular cluster, C25H50NO9P overall, from the OMol25 dataset.

Geometry as ORCA input:
```
! wB97M-V def2-TZVPD RIJCOSX def2/J DEFGRID3
* xyz 0 1
N 11.63253 3.23696 1.73479
P 11.30769 2.46340 0.41265
C 10.68264 0.77615 0.68484
C 10.47546 0.26883 2.11757
C 9.93185 -1.11950 1.76665
O 9.99257 -2.11877 2.43020
O 9.41315 -1.11447 0.50647
C 9.37242 0.27172 0.04710
C 8.02350 0.81169 0.55033
C 7.77936 2.33290 0.59325
C 6.83060 2.71237 1.74079
O 5.49202 2.31834 1.49944
H 12.58610 3.56445 1.80186
H 10.31479 3.07622 -0.37073
H 12.37330 2.31894 -0.49404
H 11.45207 0.11278 0.26897
H 9.78716 0.87217 2.70795
H 11.42520 0.13789 2.63619
H 9.40960 0.27195 -1.04387
H 7.80330 0.39410 1.53581
H 7.27860 0.36959 -0.11886
H 7.28161 2.63899 -0.33136
H 8.68777 2.90831 0.75152
H 7.15336 2.20462 2.65621
H 6.91248 3.79046 1.92584
H 5.10411 2.92418 0.85926
C 2.21329 2.45037 2.60905
C 1.52119 2.57581 1.28251
O 1.76202 3.47893 0.50992
C 0.49624 1.51793 0.95118
H 2.91268 3.27302 2.73562
H 1.46515 2.48674 3.40285
H 2.76094 1.50703 2.65554
H -0.29561 1.51829 1.70266
H 0.95955 0.53074 0.94145
H 0.06256 1.71532 -0.02448
C -0.17555 -1.19072 -3.20365
C -0.90944 -0.23495 -2.29662
O -1.01796 -0.44313 -1.11076
C -1.50206 0.99475 -2.94073
H 0.20161 -2.02949 -2.62405
H -0.84810 -1.56104 -3.97906
H 0.65834 -0.68023 -3.68816
H -2.22117 0.70495 -3.70878
H -0.71544 1.58482 -3.41350
H -2.00099 1.59969 -2.18726
C -5.75367 -2.88752 -0.21151
C -4.36277 -3.25169 -0.67273
O -4.17632 -4.15757 -1.45304
C -3.22440 -2.43034 -0.12196
H -6.48219 -3.54843 -0.67472
H -5.83024 -2.98412 0.87231
H -5.97690 -1.85464 -0.48542
H -3.20220 -2.50670 0.96663
H -3.35088 -1.38201 -0.39096
H -2.28128 -2.78675 -0.52460
C -10.48256 -5.13512 -2.10369
C -9.14056 -5.17877 -1.42021
O -8.88073 -4.47646 -0.46881
C -8.12167 -6.13692 -1.98942
H -11.12757 -4.40939 -1.61613
H -10.35467 -4.84653 -3.14683
H -10.94627 -6.12290 -2.06426
H -7.92023 -5.88997 -3.03318
H -8.50560 -7.15746 -1.94834
H -7.19598 -6.07628 -1.42175
C -2.09853 3.67081 5.57937
C -1.28230 3.89176 4.33020
O -0.08045 3.76136 4.32455
C -2.03504 4.28355 3.08206
H -1.44276 3.39514 6.40130
H -2.63996 4.58227 5.83734
H -2.82736 2.87572 5.41411
H -2.57468 5.21708 3.24889
H -2.76148 3.51037 2.82542
H -1.33690 4.41365 2.25791
C -8.76687 -0.71563 -4.76498
C -9.25718 -1.61628 -3.65644
O -10.24355 -2.30265 -3.78644
C -8.45884 -1.62289 -2.37631
H -9.42420 -0.80294 -5.62648
H -8.75126 0.32088 -4.42442
H -7.75235 -0.99643 -5.05268
H -8.42078 -0.61629 -1.95544
H -7.44005 -1.95947 -2.57699
H -8.91927 -2.29350 -1.65485
*
```

Calculated values
**Kohn-Sham gap**: 9.440 eV

The following is a quantum chemistry calculation of a 11-piece molecular cluster, C6H29NO11 overall, from the OMol25 dataset.

Geometry as ORCA input:
```
! wB97M-V def2-TZVPD RIJCOSX def2/J DEFGRID3
* xyz 0 1
O 0.69955 -1.54337 -0.93316
C 0.65681 -2.65435 -0.45322
C 1.54696 -3.01106 0.70315
C 0.63029 -3.02082 1.97184
C 0.07036 -1.63002 2.14196
C -1.24263 -1.44943 2.17938
N -1.92907 -0.23438 1.99604
C -2.29439 0.44404 3.00511
H -0.02665 -3.44259 -0.79394
H 2.02605 -3.98701 0.47444
H 2.56213 -2.58441 0.75166
H 1.04061 -3.30883 2.91220
H -0.22917 -3.70022 1.68152
H 0.78283 -0.80295 1.98200
H -2.04010 -2.18259 2.39732
H -2.94782 1.25686 2.76955
H -1.89623 0.29527 4.00688
H 3.20446 -0.27294 -0.38317
H 3.68124 1.07622 0.22004
O 3.81426 0.10952 0.25947
H 0.82054 2.25344 3.66355
H -0.07457 1.93145 2.46150
O -0.09554 2.23844 3.37204
H -0.82331 3.61802 -0.94852
H -0.54541 2.06962 -1.13860
O -0.26173 2.87936 -0.68333
H -2.98684 -2.17085 -1.97891
H -1.42203 -2.38106 -2.12835
O -2.27226 -2.48011 -2.58028
H -1.84455 0.39846 -0.05164
H -2.92842 0.29234 -1.16464
O -1.99113 0.45448 -1.00607
H 2.58512 3.59222 -0.42579
H 1.44201 2.64668 -0.02495
O 2.31578 2.96231 0.25837
H -0.04788 0.55769 -3.69829
H -0.13027 -0.14517 -2.25905
O 0.41199 0.34363 -2.88392
H -1.83224 3.83153 1.96440
H -0.31266 3.86042 1.45787
O -1.20417 4.18559 1.33540
H -2.85192 -0.10952 -3.88874
H -1.89057 0.57028 -2.88970
O -2.24645 0.63016 -3.77638
H 2.14044 -0.87379 -2.26670
H 3.62474 -0.50824 -2.62931
O 3.05695 -1.22651 -2.33142
*
```

Calculated values
**Kohn-Sham gap**: 9.669 eV
**Relative energy (zero: lowest compared OMol25 entry of this formula, charge and spin)**: 1.9091 eV

The following is a quantum chemistry calculation of C23H49N2OP3SY as an isolated structure, from the OMol25 dataset.

Geometry as ORCA input:
```
! wB97M-V def2-TZVPD RIJCOSX def2/J DEFGRID3
* xyz 3 1
Y -0.15025 0.12828 -0.31214
P 2.66481 0.71828 0.18725
P -2.12162 1.90216 0.01939
P 0.87836 1.77652 -3.25393
H -1.15335 -5.20446 1.73600
C -0.82439 -5.02221 0.71246
C 0.45725 -4.72426 0.43357
H 1.14486 -4.37316 1.22199
C 3.38747 -0.18917 1.60699
C 2.77727 2.45129 0.78697
C 4.12207 0.69235 -0.93137
C -3.65577 1.45875 -0.85613
C -2.71193 1.95793 1.74716
C -1.82630 3.64573 -0.37553
C 2.18951 1.16380 -4.29888
C 1.37110 3.34220 -2.53492
C -0.55112 1.95060 -4.31255
H -1.55746 -5.12728 -0.08697
H 0.80214 -4.60683 -0.60250
H 3.67762 -1.19857 1.27992
H 2.65905 -0.29406 2.42195
H 4.28061 0.33768 1.98022
H 1.96348 2.67413 1.49169
H 2.69775 3.15936 -0.04962
H 3.73799 2.60304 1.30442
H 4.16864 -0.27618 -1.44412
H 5.04613 0.82787 -0.34885
H 4.05251 1.48824 -1.68487
H -4.29989 2.34783 -0.88708
H -4.16169 0.64218 -0.32059
H -3.43079 1.11489 -1.87606
H -3.43585 2.77656 1.82708
H -1.88501 2.13278 2.44590
H -3.19310 1.00578 2.00530
H -2.69767 4.22328 -0.03385
H -1.68164 3.76923 -1.45997
H -0.91965 3.99616 0.14730
H 1.88493 1.19737 -5.35937
H 2.41700 0.12248 -4.04234
H 3.09957 1.77124 -4.19776
H 1.49664 4.09592 -3.32544
H 2.32663 3.21112 -2.00722
H 0.60757 3.68866 -1.82281
H -0.26485 1.79031 -5.36857
H -0.97906 2.96233 -4.23561
H -1.31291 1.20580 -4.05015
C -1.20087 -2.26315 -2.95096
C -1.97161 -2.08784 -4.12048
C -1.57166 -2.63841 -5.33466
C -0.38003 -3.36231 -5.42302
C 0.43431 -3.47343 -4.29372
C 0.04686 -2.91910 -3.08393
S -1.73613 -1.73198 -1.37851
H 0.80039 0.90588 -2.03820
H -2.90277 -1.53541 -4.06449
H -2.17056 -2.50246 -6.23151
H -0.07467 -3.85526 -6.35127
H 1.40416 -3.99948 -4.35079
H 0.66905 -2.98317 -2.18663
C 0.77990 1.63236 3.49363
N 0.09333 0.44616 3.99296
C 0.17985 0.25395 5.43456
C -0.98040 -0.56905 5.92677
C -1.09934 -1.79945 5.07796
N -1.16623 -1.44604 3.66550
C -2.00504 -2.30281 2.84262
C -0.42910 -0.45082 3.14519
O -0.29335 -0.30042 1.84605
H 1.86312 1.44583 3.37430
H 0.64620 2.44813 4.23080
H 0.34408 1.95212 2.53554
H 1.13322 -0.23499 5.70286
H 0.19002 1.24401 5.89487
H -1.90124 0.03369 5.87419
H -0.81077 -0.83491 6.97729
H -2.01616 -2.33328 5.32930
H -0.24677 -2.46215 5.28306
H -1.58535 -3.31490 2.74078
H -2.99319 -2.39537 3.32389
H -2.14589 -1.88192 1.83966
*
```

Calculated values
**Kohn-Sham gap**: 5.853 eV
**Relative energy (zero: lowest compared OMol25 entry of this formula, charge and spin)**: 0.0000 eV

The following is a quantum chemistry calculation of C30H35N3O3Rb as an isolated structure, from the OMol25 dataset.

Geometry as ORCA input:
```
! wB97M-V def2-TZVPD RIJCOSX def2/J DEFGRID3
* xyz -1 1
Rb 0.54873 0.27092 0.96815
C -1.33520 3.63104 1.11064
C -2.14122 3.07148 0.09314
C -2.69090 1.86700 0.58539
C -2.22172 1.67758 1.90152
C -1.37662 2.76238 2.22327
C -0.63540 2.95842 3.51387
C -2.58429 0.55747 2.83313
C -3.63992 0.98919 -0.17583
C -2.41977 3.64297 -1.26600
C -0.57691 4.92498 1.06325
H -0.66247 4.00511 3.83895
H 0.42299 2.67221 3.46139
H -1.08022 2.36583 4.31788
H -3.30814 0.87716 3.59433
H -1.71059 0.16601 3.36673
H -3.02888 -0.28109 2.29369
H -4.66089 1.39331 -0.22359
H -3.71647 -0.00349 0.27650
H -3.31443 0.84506 -1.21296
H -3.49474 3.73506 -1.46139
H -2.00758 3.03048 -2.08073
H -1.99100 4.64206 -1.37822
H -0.78676 5.54762 1.94039
H -0.84510 5.51674 0.18325
H 0.51430 4.79090 1.04232
C 1.46501 4.17897 -2.04322
C 2.37846 3.98826 -3.06286
C 2.64315 2.69410 -3.49052
C 1.98050 1.64671 -2.86009
N 1.10507 1.82421 -1.86783
C 0.84975 3.06774 -1.47588
C 2.19286 0.23276 -3.27170
C 2.28878 -0.11720 -4.61950
C 2.39852 -1.45804 -4.94390
C 2.41114 -2.39479 -3.92399
C 2.33113 -1.94630 -2.60528
N 2.22662 -0.65920 -2.28952
C 2.33868 -2.90209 -1.46303
C 2.97538 -4.13907 -1.54526
C 2.93361 -4.97170 -0.43755
C 2.27962 -4.54166 0.70364
C 1.69098 -3.28216 0.70094
N 1.71241 -2.48536 -0.36480
H 1.22283 5.16831 -1.67918
H 2.88309 4.83111 -3.51916
H 3.35752 2.48896 -4.27639
H 0.10985 3.16860 -0.68593
H 2.23899 0.64787 -5.38197
H 2.44758 -1.77255 -5.97898
H 2.44976 -3.45256 -4.14252
H 3.51317 -4.42445 -2.43870
H 3.42568 -5.93639 -0.46211
H 2.24119 -5.15622 1.59313
H 1.20923 -2.86867 1.57818
O 1.53190 -1.34012 3.14936
C 2.32038 -0.41479 3.46239
O 2.53720 0.65004 2.86025
H 2.90188 -0.57657 4.41095
C -1.59222 -4.24241 2.25301
C -2.44308 -4.19631 0.98337
C -1.89597 -2.95840 0.26915
O -1.30282 -2.13952 1.27349
C -1.42576 -2.76049 2.55514
H -0.62093 -4.69657 2.04516
H -2.06407 -4.78940 3.06906
H -3.49398 -4.05041 1.24271
H -2.36490 -5.09567 0.37253
H -2.67480 -2.38925 -0.24456
H -1.12063 -3.21974 -0.45911
H -2.31100 -2.36543 3.06876
H -0.53858 -2.50057 3.13327
*
```

Calculated values
**Kohn-Sham gap**: 4.812 eV
**Relative energy (zero: lowest compared OMol25 entry of this formula, charge and spin)**: 0.0785 eV

One value per record, in order, for largest force on an atom: 0.16396, 0.05236, 0.03432, 0.10646, 0.02129, 0.04756, 0.07783, 0.01008 Eh/bohr.